330
Properties=species:S:1:pos:R:3:forces:R:3:mulliken_charge:R:1 method="wB97M-V/def2-TZVPD" smiles="CN(C)P(=O)(N(C)C)N(C)C.CN(C)P(=O)(N(C)C)N(C)C.CN(C)P(=O)(N(C)C)N(C)C.CN(C)P(=O)(N(C)C)N(C)C.CN(C)P(=O)(N(C)C)N(C)C.CN(C)P(=O)(N(C)C)N(C)C.CN(C)P(=O)(N(C)C)N(C)C.CN(C)P(=O)(N(C)C)N(C)C.CN(C)P(=O)(N(C)C)N(C)C.COCCOCCOC.COCCOCCOC.COCCOCCOC" homo_lumo_gap_ev=8.42 e_tot_ev=-238663.883 total_charge=0 relative_energy_ev=3.028 e_lumo_ev=0.29
C -28.696 -17.193 -1.984 1.78 0.03 -0.24 -1.00
N -27.749 -16.874 -0.924 0.56 0.51 -1.01 0.57
C -28.236 -17.166 0.386 0.55 -0.76 1.32 -0.88
P -26.135 -16.548 -1.161 -0.37 -1.52 -1.27 0.24
O -25.514 -16.016 0.035 0.66 0.62 1.49 -0.92
N -25.279 -17.890 -1.751 0.41 -1.06 1.51 0.28
C -26.046 -18.978 -2.418 0.69 -0.20 0.81 -0.68
C -24.265 -18.380 -0.697 -2.59 -0.47 -1.00 -0.86
N -26.187 -15.610 -2.497 -0.43 2.14 -0.98 0.28
C -26.970 -14.379 -2.328 -1.35 -0.26 -1.23 -1.09
C -25.028 -15.265 -3.300 0.29 -1.86 0.13 -1.08
H -29.005 -18.191 -1.799 -0.58 -1.25 -0.29 -0.04
H -28.222 -17.112 -2.979 -0.35 -0.01 0.55 0.38
H -29.542 -16.562 -1.911 -1.01 0.86 -0.09 0.61
H -29.327 -17.190 0.321 0.04 0.12 0.36 0.51
H -27.892 -16.387 1.114 -0.36 -0.84 -0.48 0.28
H -27.891 -18.202 0.719 -0.46 1.16 -0.06 -0.09
H -26.408 -18.620 -3.344 -0.05 0.34 -1.36 0.41
H -25.455 -19.913 -2.578 -0.16 0.99 0.05 -0.05
H -26.962 -19.286 -1.922 -0.06 -0.08 0.68 0.14
H -24.650 -18.304 0.312 -0.20 0.01 0.17 0.36
H -24.088 -19.425 -0.909 0.43 -0.13 -0.19 0.04
H -23.414 -17.782 -0.749 1.56 0.79 -0.21 0.39
H -27.201 -13.863 -3.303 0.46 -0.76 0.68 0.35
H -27.923 -14.685 -1.932 -0.48 0.27 0.34 0.32
H -26.547 -13.636 -1.688 0.63 0.38 0.62 0.35
H -25.401 -14.820 -4.198 0.08 0.85 -0.40 0.46
H -24.565 -16.179 -3.630 0.35 -0.55 -0.07 0.30
H -24.255 -14.728 -2.767 -0.01 0.71 0.06 0.30
C -30.986 -23.465 -4.985 -1.87 -1.51 -0.08 -1.17
N -29.786 -23.228 -4.235 1.53 1.28 -0.75 1.15
C -29.504 -23.874 -2.951 -0.42 -0.14 -0.81 -0.23
P -28.611 -22.132 -4.902 -1.22 -0.60 3.33 -0.66
O -27.627 -21.801 -3.812 -0.19 -0.69 -0.99 0.25
N -28.093 -22.810 -6.297 -0.67 1.07 0.31 0.14
C -28.150 -24.240 -6.481 1.00 -0.19 0.29 -1.02
C -26.896 -22.104 -6.745 -0.17 -0.87 -0.28 -1.14
N -29.403 -20.738 -5.287 -0.48 -1.24 -1.88 0.89
C -29.611 -19.825 -4.210 1.22 0.80 0.47 -1.02
C -29.496 -20.202 -6.649 -0.13 -0.18 -0.49 -1.03
H -31.896 -23.790 -4.359 1.45 0.68 -0.40 0.28
H -30.945 -24.286 -5.753 0.38 0.38 0.59 0.20
H -31.307 -22.593 -5.557 0.16 0.24 0.23 0.40
H -28.603 -23.462 -2.527 0.24 0.25 0.02 -0.40
H -29.395 -24.956 -3.007 0.11 -0.27 -0.34 0.41
H -30.317 -23.702 -2.270 -0.47 0.22 0.34 -0.24
H -28.042 -24.818 -5.547 0.24 0.24 -0.29 0.27
H -29.078 -24.521 -6.910 -0.80 -0.35 -0.58 0.31
H -27.335 -24.464 -7.173 -0.14 -0.45 0.08 0.43
H -26.906 -21.094 -6.348 0.32 0.03 -0.01 0.45
H -26.100 -22.710 -6.342 1.04 0.42 0.03 0.36
H -26.835 -22.086 -7.830 -0.02 0.08 -0.16 0.28
H -29.945 -20.274 -3.236 -0.12 0.30 -1.17 -0.46
H -28.604 -19.390 -4.030 -0.67 0.37 0.42 0.40
H -30.263 -19.079 -4.660 -0.35 0.34 0.85 0.55
H -30.515 -19.797 -6.892 0.81 -0.20 0.48 0.18
H -29.339 -21.054 -7.339 -0.02 0.60 0.26 0.33
H -28.728 -19.409 -6.886 -0.67 -0.63 0.38 0.30
C -23.635 -26.618 -0.426 -0.60 0.12 0.53 -0.38
N -23.914 -28.034 -0.353 0.06 0.23 -0.32 0.78
C -23.764 -28.493 1.049 -1.03 -0.63 -1.74 -0.44
P -24.825 -28.790 -1.542 -1.47 -0.11 1.99 0.77
O -26.317 -28.682 -1.424 0.92 -0.25 -0.20 -1.21
N -24.374 -28.019 -2.941 1.99 -1.50 -0.05 0.85
C -25.227 -28.138 -4.077 -1.26 2.28 -0.49 -1.20
C -23.027 -28.379 -3.444 -0.91 -0.69 -1.46 -1.42
N -24.288 -30.364 -1.345 0.11 0.05 -0.32 0.54
C -22.887 -30.656 -0.914 -1.77 -1.19 0.09 -1.17
C -25.169 -31.478 -1.772 0.25 0.62 -1.84 -1.13
H -22.643 -26.495 -0.089 1.25 0.38 1.12 0.75
H -24.324 -25.981 0.185 0.36 -0.40 -0.49 -0.22
H -23.525 -26.258 -1.417 -0.70 0.27 -1.11 -0.60
H -22.769 -28.271 1.387 0.61 -0.06 0.17 0.37
H -23.975 -29.577 1.050 0.00 0.62 0.55 0.35
H -24.457 -27.909 1.644 -0.31 -0.17 0.49 -0.47
H -25.139 -29.020 -4.677 0.20 -0.78 -0.22 0.31
H -26.244 -27.936 -3.824 -0.86 -0.53 0.56 0.34
H -25.042 -27.248 -4.687 0.47 -0.28 -0.52 0.27
H -22.800 -27.645 -4.188 0.27 0.52 -0.71 0.68
H -22.259 -28.267 -2.742 0.96 -0.23 1.38 0.28
H -22.987 -29.390 -4.000 -0.14 1.21 1.17 0.16
H -22.934 -31.303 -0.018 0.13 0.15 -0.35 0.33
H -22.304 -31.155 -1.670 0.08 -0.30 -0.48 0.32
H -22.393 -29.758 -0.652 0.38 0.82 0.17 0.33
H -26.201 -31.138 -2.002 0.76 0.13 0.49 0.27
H -25.217 -32.262 -1.060 0.00 -0.58 1.05 0.41
H -24.832 -31.971 -2.726 0.10 0.54 0.67 0.27
C -27.358 -16.627 5.815 -3.65 0.33 0.40 -0.91
N -28.557 -17.142 5.039 0.43 0.40 0.61 0.48
C -29.110 -16.159 4.138 1.83 -1.05 -2.06 -1.26
P -29.586 -18.259 5.766 -0.01 1.54 -1.94 -0.21
O -28.845 -18.724 6.925 0.12 -1.35 1.81 -0.48
N -31.129 -17.723 6.186 0.53 0.00 -1.16 0.42
C -32.191 -17.399 5.198 -0.60 0.97 1.98 -1.14
C -31.523 -17.440 7.574 -0.32 -0.61 -0.27 -0.99
N -29.917 -19.177 4.429 0.73 0.00 0.12 1.57
C -29.015 -19.421 3.297 -0.40 -0.83 -0.38 -1.47
C -30.827 -20.274 4.545 -1.69 -0.41 0.04 -1.47
H -27.670 -15.621 6.142 0.76 -0.01 -0.14 0.34
H -26.435 -16.663 5.319 1.02 0.06 -1.13 0.30
H -27.331 -17.225 6.692 0.39 -0.50 0.73 0.16
H -29.742 -16.599 3.348 -0.04 -0.01 0.52 0.27
H -28.242 -15.750 3.580 -0.44 0.07 0.12 0.47
H -29.589 -15.345 4.591 -0.97 1.23 0.93 0.31
H -32.278 -18.030 4.339 0.54 -0.32 -0.51 0.32
H -33.121 -17.514 5.759 -0.24 -0.54 -0.01 0.41
H -32.323 -16.326 4.949 0.94 -0.32 -0.27 0.24
H -32.492 -18.016 7.685 0.98 0.65 0.54 0.34
H -30.735 -17.794 8.313 -1.06 0.59 -1.06 0.18
H -31.752 -16.353 7.646 0.25 -0.62 0.43 0.29
H -28.647 -20.470 3.267 -0.07 0.52 0.26 0.15
H -29.565 -19.281 2.363 -0.44 -0.12 -0.07 0.17
H -28.200 -18.749 3.178 0.73 0.59 0.65 0.62
H -31.711 -20.038 5.159 0.33 0.17 -0.13 0.51
H -30.432 -21.190 4.984 0.42 -0.10 -0.25 -0.03
H -31.209 -20.477 3.540 -0.02 -0.40 0.20 0.30
C -27.132 -24.333 10.752 0.44 0.25 0.20 -1.32
N -27.681 -23.856 9.503 0.58 0.60 -1.33 0.79
C -28.874 -24.543 9.046 0.22 -0.19 -2.27 -0.51
P -27.027 -22.441 8.819 2.72 -0.26 0.21 0.22
O -25.599 -22.158 9.302 -2.58 -0.88 -0.72 -1.03
N -27.137 -22.737 7.153 0.07 -0.75 -0.23 1.34
C -26.212 -23.795 6.593 -2.15 0.37 1.06 -0.14
C -27.209 -21.629 6.188 -0.08 0.82 1.00 -0.49
N -28.015 -21.198 9.217 1.11 1.21 -0.23 0.23
C -29.424 -21.350 9.168 -0.79 0.69 -2.36 -0.33
C -27.414 -19.897 9.623 0.03 -0.77 0.06 -0.77
H -26.083 -23.976 10.877 -0.93 -0.03 0.01 0.30
H -27.101 -25.409 10.701 0.07 -0.60 0.13 0.48
H -27.771 -24.079 11.611 0.25 0.17 -0.02 0.23
H -28.737 -25.642 8.868 0.21 0.74 0.38 0.21
H -29.323 -24.153 8.069 1.10 -0.26 1.18 -0.34
H -29.640 -24.409 9.749 -1.34 -0.05 1.27 0.44
H -26.173 -24.631 7.315 -0.14 0.18 -0.78 -0.69
H -26.668 -24.019 5.608 0.54 -0.44 0.48 -0.11
H -25.222 -23.418 6.488 0.89 0.44 -0.21 0.65
H -27.939 -20.867 6.515 0.36 -0.32 -0.04 -0.28
H -26.217 -21.155 6.165 -0.17 0.16 -0.39 0.25
H -27.495 -21.950 5.180 0.12 -0.33 0.19 -0.10
H -29.689 -22.110 8.395 0.01 0.52 0.54 -0.16
H -29.791 -21.671 10.100 -0.92 -0.27 1.32 0.32
H -29.895 -20.392 8.811 0.32 -0.83 0.52 0.06
H -26.348 -20.094 9.473 -0.07 0.56 0.55 0.34
H -27.666 -19.659 10.677 0.31 -0.28 -0.42 0.31
H -27.707 -19.041 9.009 -0.30 -0.42 -0.24 0.06
C -21.096 -22.022 -5.995 -0.53 1.13 2.35 -1.08
N -20.742 -22.346 -4.554 -0.12 0.04 -0.75 0.32
C -19.365 -21.916 -4.233 -0.78 -0.18 0.78 -1.11
P -21.413 -23.684 -3.796 0.33 0.39 -0.41 0.29
O -21.011 -25.003 -4.309 -0.15 -0.68 0.29 -0.93
N -20.902 -23.475 -2.189 -0.82 0.79 -0.73 0.74
C -20.653 -24.570 -1.277 -0.24 -1.27 -0.23 -0.87
C -20.708 -22.194 -1.515 -1.35 -0.07 1.46 -1.00
N -23.057 -23.454 -4.113 -0.63 -0.25 0.52 0.63
C -24.002 -24.634 -4.075 0.99 0.67 -1.49 -0.16
C -23.653 -22.217 -3.641 -0.28 1.52 0.38 -0.79
H -20.399 -22.486 -6.615 0.95 -1.28 -1.25 0.38
H -20.913 -20.935 -6.189 -0.54 -0.59 0.47 0.35
H -22.132 -22.313 -6.208 0.45 0.14 0.02 0.27
H -19.036 -22.407 -3.265 -0.26 0.97 -1.26 0.33
H -19.454 -20.816 -4.196 0.66 -0.31 0.46 0.36
H -18.647 -22.162 -5.012 -0.01 -0.26 -0.17 0.28
H -20.937 -25.532 -1.717 0.07 0.26 -0.30 0.19
H -19.583 -24.644 -1.093 0.15 0.06 0.36 0.42
H -21.206 -24.562 -0.310 0.25 0.67 -0.54 -0.01
H -19.841 -22.341 -0.854 0.21 0.65 -0.47 0.45
H -20.714 -21.275 -2.112 0.49 -0.63 -0.23 0.34
H -21.540 -22.011 -0.783 0.35 -0.25 -0.40 -0.03
H -25.038 -24.315 -3.907 0.36 0.13 -0.23 0.18
H -23.879 -25.212 -5.016 -0.38 0.59 0.25 0.21
H -23.749 -25.354 -3.347 0.33 -0.61 1.29 -0.43
H -23.677 -22.129 -2.518 -0.04 -0.07 -0.98 0.08
H -24.665 -22.026 -4.046 0.13 -0.76 0.37 0.14
H -23.149 -21.306 -4.033 0.36 -0.73 0.33 0.37
C -30.242 -30.245 4.193 -1.57 -0.81 -1.21 -0.76
N -30.745 -30.433 2.801 -0.17 0.28 0.62 0.71
C -32.210 -30.620 2.675 0.97 -0.89 0.20 -1.12
P -29.827 -31.181 1.647 0.59 0.61 -0.72 0.48
O -29.541 -32.638 1.661 0.03 0.62 0.56 -0.95
N -30.826 -30.802 0.356 0.80 -2.09 -0.76 0.18
C -30.894 -29.479 -0.177 -0.23 1.05 0.71 -0.26
C -30.918 -31.918 -0.613 -0.24 0.79 0.43 -1.22
N -28.450 -30.253 1.568 0.41 0.25 0.80 0.36
C -28.405 -28.784 1.732 0.74 -1.20 0.32 0.64
C -27.131 -30.755 1.113 -1.00 -0.09 -0.33 -0.44
H -30.563 -31.140 4.739 0.20 0.28 0.47 0.38
H -30.746 -29.352 4.584 0.35 -0.15 0.22 0.15
H -29.169 -30.182 4.201 0.45 0.23 0.02 0.01
H -32.718 -29.840 3.203 -0.44 0.28 0.57 0.33
H -32.529 -31.637 2.926 -0.01 0.11 0.97 0.29
H -32.492 -30.631 1.648 -0.07 0.73 -0.73 0.38
H -30.679 -28.754 0.646 -0.60 -0.45 -0.64 -0.25
H -30.192 -29.205 -0.966 0.39 -0.47 -0.22 0.11
H -31.893 -29.317 -0.591 -0.08 0.26 0.12 0.39
H -30.607 -32.838 -0.154 0.32 -0.16 0.26 0.43
H -31.950 -32.105 -0.898 -0.16 0.42 -0.57 0.31
H -30.234 -31.686 -1.416 -0.14 -0.21 -0.82 0.27
H -27.515 -28.561 2.375 -0.67 0.09 -0.42 -0.89
H -28.224 -28.400 0.733 0.00 0.68 -0.01 0.43
H -29.304 -28.388 2.206 0.18 -0.15 -0.21 -0.11
H -26.367 -30.491 1.830 0.18 0.26 0.25 -0.54
H -26.894 -30.306 0.128 -0.06 -0.43 0.46 0.27
H -27.161 -31.844 1.114 -0.02 0.03 -0.34 0.57
C -29.621 -24.520 4.653 -1.09 -1.83 0.32 -0.15
N -30.769 -25.146 3.898 2.36 0.02 0.68 1.40
C -30.515 -26.481 3.382 0.17 0.51 0.61 -0.07
P -32.194 -24.417 4.117 -1.25 0.42 0.50 0.40
O -32.233 -22.962 3.764 -0.08 -1.35 0.50 -0.98
N -33.244 -25.373 3.209 -0.61 0.20 0.09 0.65
C -34.288 -26.278 3.746 2.65 -1.11 0.08 -0.92
C -33.324 -25.134 1.750 1.29 -1.81 0.40 -0.81
N -32.450 -24.733 5.783 -1.03 0.22 -1.05 0.43
C -32.018 -26.027 6.324 -0.16 0.51 -0.70 -0.86
C -33.641 -24.067 6.364 0.86 0.19 0.27 -1.09
H -30.004 -23.853 5.392 -0.33 0.96 0.19 0.47
H -28.954 -24.066 3.985 1.03 0.90 -0.80 -0.24
H -29.075 -25.256 5.288 -0.28 -0.09 -0.66 -0.39
H -29.929 -27.078 4.144 -0.17 0.61 -1.20 -1.04
H -30.088 -26.368 2.381 0.55 -0.55 0.27 -0.24
H -31.443 -26.994 3.248 -0.73 -0.40 -0.09 0.68
H -34.139 -27.290 3.260 -0.51 0.98 0.35 0.16
H -34.120 -26.448 4.818 -0.06 0.20 -0.38 0.23
H -35.275 -25.923 3.636 -1.24 0.48 -0.47 0.35
H -34.084 -24.417 1.502 -0.40 0.25 -0.34 0.50
H -32.329 -24.822 1.369 -0.60 0.22 0.28 -0.24
H -33.476 -26.148 1.262 -0.26 1.20 0.38 0.35
H -31.792 -25.919 7.360 -0.28 0.10 1.09 0.49
H -32.743 -26.843 6.165 0.36 0.09 0.13 0.23
H -31.042 -26.261 5.902 -0.26 -0.30 -0.26 0.00
H -33.508 -23.002 6.164 -0.24 -0.02 -0.06 0.29
H -33.634 -24.177 7.455 -0.01 -0.16 -0.19 0.37
H -34.619 -24.379 5.973 0.23 -0.20 0.00 0.23
C -28.066 -25.541 -0.011 0.44 0.64 -1.37 0.24
N -27.454 -24.713 0.995 0.21 -0.16 1.23 1.88
C -27.131 -25.495 2.216 0.88 0.12 -1.71 0.82
P -27.438 -23.065 1.149 -0.74 0.97 0.57 -0.73
O -27.453 -22.686 2.600 0.06 -0.19 -0.83 -0.83
N -26.163 -22.320 0.389 -0.31 -0.01 1.06 1.28
C -25.715 -22.736 -0.897 0.05 -0.89 -0.92 0.71
C -25.194 -21.543 1.172 0.68 -1.55 -0.24 0.07
N -28.746 -22.545 0.225 1.70 -1.25 -0.27 1.50
C -28.669 -21.319 -0.500 0.68 1.63 -0.06 1.71
C -30.054 -23.028 0.516 -1.76 0.87 -1.12 0.79
H -27.330 -26.202 -0.472 0.09 -0.42 0.23 -0.29
H -28.392 -24.922 -0.872 -0.30 -0.30 0.78 -0.29
H -28.861 -26.148 0.430 -0.20 0.09 -0.27 -0.29
H -26.983 -24.859 3.041 0.05 0.89 0.96 0.09
H -26.185 -26.051 2.077 -0.47 -0.19 -0.08 -1.00
H -27.966 -26.135 2.392 -0.35 -0.77 0.34 -0.55
H -24.728 -23.239 -0.824 -0.28 0.04 -0.02 0.36
H -26.429 -23.464 -1.380 0.65 0.84 0.44 -0.51
H -25.581 -21.875 -1.564 -0.21 -0.19 -0.03 -1.26
H -24.250 -22.164 1.159 -0.57 0.56 0.54 -0.05
H -24.901 -20.634 0.648 -0.48 0.28 0.23 -0.47
H -25.588 -21.416 2.198 0.43 0.19 -0.66 -0.07
H -29.342 -21.280 -1.345 -0.33 -0.46 -0.36 -0.12
H -29.023 -20.494 0.163 0.50 -0.01 -0.33 -0.62
H -27.634 -21.118 -0.913 -1.39 -0.18 0.73 -1.01
H -30.004 -24.001 0.968 -0.03 -0.22 0.88 -0.35
H -30.634 -23.246 -0.458 0.67 0.73 1.36 -0.61
H -30.606 -22.236 1.123 0.28 -1.36 -0.47 -0.62
C -26.389 -32.519 4.703 -0.41 -0.66 -2.31 -0.77
O -25.629 -31.656 3.828 0.20 0.71 0.84 -0.21
C -24.814 -30.676 4.517 -1.48 -0.18 0.49 -1.36
C -25.446 -29.276 4.566 -0.03 -1.01 1.67 1.87
O -26.615 -29.257 5.461 0.95 0.34 -1.39 -0.42
C -27.194 -27.955 5.575 0.43 0.04 0.07 1.72
C -27.159 -27.541 7.018 1.71 -0.21 -0.27 -0.13
O -25.758 -27.257 7.317 -2.32 -0.89 -0.67 0.03
C -25.519 -26.848 8.641 0.03 2.44 -1.98 -0.55
H -27.049 -33.112 4.019 0.52 0.52 0.31 0.22
H -27.099 -32.017 5.356 0.55 0.30 0.49 0.26
H -25.712 -33.265 5.113 -0.03 0.21 0.82 0.36
H -23.869 -30.524 3.989 0.04 -0.46 -0.03 0.36
H -24.661 -31.035 5.551 0.32 0.23 -0.35 0.52
H -25.710 -29.015 3.568 -0.52 0.44 -0.90 -0.67
H -24.634 -28.598 4.909 -0.68 -0.13 0.08 -0.47
H -28.253 -27.908 5.312 -0.10 -0.57 -0.52 -0.60
H -26.655 -27.231 4.929 -0.27 -0.24 0.41 -0.58
H -27.552 -28.378 7.614 0.24 0.14 0.14 0.42
H -27.817 -26.687 7.139 0.12 0.57 0.32 -0.53
H -26.177 -25.959 8.834 0.96 -0.24 0.07 -0.11
H -24.452 -26.596 8.494 -0.42 0.11 1.48 0.14
H -25.810 -27.544 9.366 0.18 -1.56 1.15 0.26
C -19.880 -22.861 7.551 0.80 0.89 0.41 -0.73
O -19.978 -23.996 6.765 0.03 -0.81 -0.67 -0.34
C -20.314 -25.147 7.511 1.03 1.84 1.29 -0.79
C -21.067 -26.150 6.791 -0.77 -0.65 -0.78 -0.32
O -22.283 -25.564 6.413 -1.62 -1.92 -1.25 -0.11
C -23.081 -26.536 5.618 0.92 0.88 -0.09 -1.39
C -23.812 -25.737 4.614 -0.55 -0.48 -1.90 2.30
O -22.867 -25.426 3.580 0.05 -0.92 0.89 -0.68
C -23.168 -24.339 2.815 -2.55 1.55 -1.03 -0.75
H -20.851 -22.473 7.810 -0.65 0.29 0.00 0.32
H -19.327 -22.136 6.949 -0.18 0.14 0.19 0.26
H -19.347 -22.958 8.527 0.00 -0.44 -0.63 0.29
H -20.905 -24.792 8.364 -0.12 -0.35 0.13 0.38
H -19.381 -25.545 7.887 0.31 -0.49 0.36 0.38
H -21.240 -26.968 7.492 0.03 -0.38 0.07 0.28
H -20.572 -26.549 5.899 0.29 0.07 0.05 0.31
H -23.771 -27.143 6.185 0.03 0.01 0.73 0.07
H -22.453 -27.187 4.989 0.34 0.01 0.65 0.52
H -24.195 -24.869 5.057 -0.35 1.65 0.72 0.17
H -24.732 -26.220 4.162 1.00 -0.05 0.36 -0.98
H -23.144 -23.353 3.312 0.02 -0.39 0.47 0.40
H -24.239 -24.389 2.357 1.45 -0.10 0.52 0.18
H -22.470 -24.238 2.010 0.51 -0.32 -0.61 0.25
C -33.746 -19.083 -5.705 -1.52 1.11 -0.34 -0.47
O -34.825 -19.045 -4.770 0.92 -1.00 0.81 -0.40
C -35.145 -20.358 -4.288 -2.11 1.02 0.28 -0.60
C -34.077 -21.047 -3.487 0.28 -2.15 -0.37 0.03
O -34.687 -21.931 -2.505 0.39 0.51 -0.15 -0.48
C -33.751 -22.483 -1.542 -1.01 -0.70 -1.73 -0.26
C -33.316 -21.499 -0.540 2.05 0.61 1.01 -0.22
O -32.269 -20.612 -1.024 -0.23 0.64 0.86 0.15
C -31.896 -19.598 -0.033 -1.53 -1.77 0.63 -0.52
H -34.254 -19.249 -6.649 0.49 -0.59 -0.66 0.36
H -32.975 -19.810 -5.487 0.22 -0.08 0.09 0.04
H -33.376 -18.058 -5.785 0.39 -0.20 0.28 0.26
H -35.495 -20.992 -5.110 0.19 -0.01 -0.17 0.33
H -36.060 -20.181 -3.666 0.88 -0.29 -0.22 0.30
H -33.418 -20.373 -3.010 0.56 1.01 0.56 0.52
H -33.449 -21.668 -4.190 -0.37 0.32 0.69 -0.12
H -32.946 -22.950 -2.148 -0.11 0.00 0.76 0.01
H -34.353 -23.224 -0.957 0.57 0.24 -0.77 0.14
H -32.919 -22.046 0.364 -0.43 0.53 -0.58 0.09
H -34.213 -20.952 -0.299 -0.27 0.56 0.50 0.56
H -32.780 -19.081 0.379 0.06 0.26 -0.76 0.41
H -31.148 -18.929 -0.404 0.23 0.24 -0.54 -0.02
H -31.536 -20.088 0.877 0.50 -0.25 -0.13 0.03